Entry 1:
Computed, not measured: a molecular structure, FH3P2 in a non-equilibrium geometry, with ωB97M-V with the def2-TZVPD basis set.

Geometry as XYZ:
```
6
Properties=species:S:1:pos:R:3:forces:R:3:nbo_charge:R:1
F 1.9125 0.3245 -0.0455 0.84 0.16 -0.26 -0.5853
P -0.8785 0.4441 0.1792 -1.18 2.88 -3.24 -0.0411
P 0.8373 -0.8427 0.2034 0.66 0.05 -0.86 0.7224
H -1.5746 -0.5759 -0.3967 -1.20 -1.05 -0.17 -0.0175
H -0.9466 1.1308 -1.4520 0.51 -1.35 2.93 0.0112
H 0.6499 -0.4807 1.5116 0.37 -0.69 1.60 -0.0897
```
Positions in Å, forces in eV/Å.

Energy above the lowest of the compared OMol25 structures with the same formula, charge and spin, kcal/mol: 24.1
HOMO energy, eV: -9.36
Energy, Ha: -784.30683
Largest force on an atom, hartree/bohr: 0.087
Frontier orbital gap, eV: 9.4

Entry 2:
Computed, not measured: 2 unconnected molecules or ions with the total composition C2H4N2O2 in a non-equilibrium geometry, with ωB97M-V with the def2-TZVPD basis set.

Geometry as XYZ:
```
10
Properties=species:S:1:pos:R:3:forces:R:3:nbo_charge:R:1
C -0.2731 -0.7864 0.4407 -0.21 0.14 0.58 0.6536
C -1.4114 0.0804 -0.0146 -0.13 -0.08 0.15 -0.7181
N 1.6203 0.8081 0.1904 0.10 1.64 -0.23 0.1070
N 0.9264 -0.2951 -0.0995 0.17 -0.57 -1.70 -0.1111
O -0.3250 -1.8279 1.0210 -0.04 -0.08 0.12 -0.5044
O 2.2304 -0.3971 0.4522 0.39 -0.80 0.55 -0.2015
H -2.2231 0.0114 0.7044 0.01 -0.02 0.03 0.2503
H -1.7630 -0.2974 -0.9718 -0.04 0.01 -0.09 0.2533
H -1.0959 1.1137 -0.1359 -0.02 0.05 -0.02 0.2338
H 2.3144 1.5904 -1.5870 -0.23 -0.30 0.62 0.0372
```
Positions in Å, forces in eV/Å.

Energy above the lowest of the compared OMol25 structures with the same formula, charge and spin, kcal/mol: 219.3
HOMO energy (alpha / beta), eV: -9.95 / -10.36
Energy, Ha: -338.30378
Largest force on an atom, hartree/bohr: 0.035
Frontier orbital gap (alpha / beta), eV: 9.6 / 9.7

Entry 3:
Computed, not measured: a molecular structure, C48H45Cl2CsN12O2S2Si in a non-equilibrium geometry, with ωB97M-V with the def2-TZVPD basis set.

Geometry as XYZ:
```
113
Properties=species:S:1:pos:R:3:forces:R:3:mulliken_charge:R:1
Cs -0.4631 -0.6302 -1.1392 1.48 -1.16 1.36 0.7401
C -3.9971 -4.2689 -0.8409 -0.01 -0.01 -0.01 -0.7407
C -2.7848 -4.1076 -0.1421 -0.01 -0.03 0.05 -0.3679
N -1.6172 -4.0449 -0.7256 -0.01 0.11 0.02 -0.0919
C -1.5480 -4.1322 -2.0750 0.01 0.02 -0.06 -0.3800
C -2.7072 -4.3092 -2.8718 -0.04 -0.04 -0.01 1.9090
C -3.9487 -4.3689 -2.2002 -0.03 -0.01 0.00 -0.6689
C -2.6056 -4.4111 -4.2767 -0.02 0.00 -0.02 -1.1288
C -1.3631 -4.3294 -4.8505 -0.05 -0.02 -0.08 -0.7879
C -0.2043 -4.1527 -4.0931 0.08 0.00 0.06 -0.4950
C -0.2357 -4.0151 -2.6980 -0.04 0.00 -0.09 -0.2072
N 0.7962 -3.6593 -1.9205 -0.12 0.16 0.15 -0.0895
C 2.0748 -3.9202 -2.1950 0.07 -0.04 -0.07 0.1022
C 2.5610 -5.0221 -2.9179 -0.07 0.02 -0.01 -0.5148
C 3.9269 -5.2692 -3.0646 0.07 -0.04 -0.02 -0.7678
C 4.8839 -4.4427 -2.5310 0.02 -0.02 -0.01 -0.9495
C 4.4624 -3.3053 -1.8016 0.05 0.01 0.01 1.0275
C 5.3754 -2.3931 -1.2242 0.01 0.00 0.00 -1.0248
C 4.9157 -1.3086 -0.5352 0.01 0.00 0.01 -0.5859
C 3.5229 -1.1283 -0.4209 0.01 0.02 0.05 -0.9989
N 2.6495 -1.9520 -0.9416 -0.03 0.12 -0.05 0.3756
C 3.0843 -3.0341 -1.6264 -0.05 -0.06 -0.02 -0.1770
H -4.9356 -4.3009 -0.3013 -0.02 0.00 0.01 0.3907
H -2.7884 -4.0234 0.9417 -0.01 0.01 0.03 0.5072
H -4.8556 -4.4824 -2.7863 0.01 0.00 0.00 0.3649
H -3.5024 -4.5225 -4.8732 -0.02 -0.01 -0.01 0.3142
H -1.2721 -4.3797 -5.9309 0.00 0.00 0.00 0.3134
H 0.7474 -4.0484 -4.5967 0.00 0.00 -0.02 0.5431
H 1.8450 -5.7102 -3.3477 0.01 -0.02 0.00 0.4926
H 4.2362 -6.1491 -3.6212 0.00 0.00 0.00 0.3359
H 5.9416 -4.6388 -2.6569 0.03 -0.01 0.00 0.3270
H 6.4398 -2.5746 -1.3380 0.00 0.00 0.00 0.3405
H 5.5923 -0.5974 -0.0766 0.00 0.01 0.00 0.5129
H 3.1211 -0.2836 0.1277 0.00 0.04 0.01 1.1017
Cl -2.4897 1.7709 0.0521 -0.19 0.22 0.11 -0.0370
C -2.7644 0.7684 1.5090 0.03 -0.04 0.03 0.2992
Cl -3.0985 -0.9203 1.0878 -0.16 -0.02 0.18 -0.0138
H -3.6404 1.1635 2.0116 0.03 0.03 -0.02 0.3585
H -1.8775 0.7952 2.1584 -0.05 0.00 -0.04 -0.4379
N 4.4681 3.0828 1.6240 -0.08 0.04 0.02 0.0473
C 4.3243 2.5537 2.8908 0.06 -0.06 0.03 0.2810
C 5.0116 2.7514 4.0827 -0.01 0.02 -0.01 -1.4420
C 4.5940 1.9986 5.1657 0.01 -0.03 0.05 -0.3422
C 3.5407 1.0776 5.0636 0.04 -0.03 0.00 -0.6087
C 2.8626 0.8857 3.8769 0.05 0.08 0.02 0.0197
C 3.2580 1.6490 2.7828 0.01 0.00 0.02 0.3759
N 2.7579 1.6486 1.4931 0.04 0.06 -0.06 -0.4673
C 3.4919 2.5005 0.8440 0.06 -0.09 -0.05 0.1692
C 3.3643 2.7899 -0.5818 0.01 0.19 -0.04 0.1153
C 4.1956 3.5837 -1.3175 -0.02 -0.09 0.01 -0.4679
S 3.6867 3.6043 -2.9486 -0.05 0.02 0.08 -0.2557
C 2.3751 2.5653 -2.5261 0.05 0.00 -0.18 -0.0675
N 2.3298 2.2255 -1.2831 -0.05 -0.06 0.10 0.0650
H 5.1426 3.7635 1.3275 -0.05 -0.01 0.02 0.1638
H 5.8325 3.4527 4.1653 0.01 0.01 0.00 0.3745
H 5.0994 2.1188 6.1161 0.00 0.01 0.01 0.3569
H 3.2486 0.5037 5.9330 0.00 -0.01 0.03 0.4670
H 2.0544 0.1786 3.7806 -0.16 -0.09 0.01 0.4441
H 5.0673 4.1260 -0.9969 0.07 0.02 0.03 0.3614
H 1.6642 2.2237 -3.2674 -0.06 -0.03 -0.07 0.5042
N -2.9081 6.8402 -3.5433 -0.05 0.11 0.03 -0.6457
C -2.5169 5.5041 -3.7451 0.00 -0.05 -0.02 1.2306
C -1.6935 4.8646 -2.8224 0.01 -0.02 -0.01 -1.1640
C -1.2846 3.5606 -3.0409 -0.01 0.01 -0.02 -0.4751
C -1.6928 2.8819 -4.1790 -0.02 -0.04 0.06 -0.3758
C -2.5132 3.5094 -5.0986 0.03 -0.02 0.01 -0.2712
C -2.9154 4.8182 -4.8896 0.01 0.00 0.01 -0.7122
S -1.1770 1.1912 -4.4023 0.02 0.03 0.01 1.1340
O -1.6375 0.7741 -5.7050 0.04 0.10 -0.02 -0.7912
O 0.2639 1.2268 -4.1986 -0.06 -0.11 -0.04 -0.8828
N -1.7589 0.3517 -3.1913 -0.80 0.66 -1.43 -0.1699
C -3.0989 0.2128 -3.0539 -0.03 -0.03 -0.20 -0.1545
N -3.4888 -0.6995 -2.1368 0.17 0.03 -0.07 0.3409
C -4.7804 -0.8256 -1.9248 -0.08 -0.07 0.04 0.2285
C -5.7380 -0.0888 -2.6078 -0.02 0.03 -0.05 -1.0890
C -5.2401 0.8034 -3.5432 -0.13 -0.03 0.05 -0.3502
N -3.9529 0.9669 -3.7772 -0.04 0.08 -0.02 -0.4271
H -2.9146 7.1044 -2.5687 -0.01 -0.01 -0.03 0.2355
H -3.7947 7.0611 -3.9728 0.03 -0.01 0.02 0.2176
H -1.3807 5.3867 -1.9261 0.01 0.01 0.03 0.3080
H -0.6568 3.0624 -2.3139 0.05 -0.03 0.05 0.7658
H -2.8406 2.9501 -5.9627 -0.02 -0.02 -0.05 0.4880
H -3.5549 5.3132 -5.6116 -0.03 0.01 -0.02 0.2765
H -5.0653 -1.5543 -1.1724 -0.02 -0.01 0.02 0.3695
H -6.7959 -0.2069 -2.4238 -0.01 0.00 0.00 0.3737
H -5.9116 1.4231 -4.1339 -0.02 0.00 0.00 0.3844
C 0.6874 -3.1849 1.8536 -0.02 0.01 0.05 -0.1064
C 0.3967 -2.4382 3.1254 0.04 -0.12 -0.03 0.4519
C 0.7043 -3.0073 4.3582 0.00 0.00 0.09 -0.6363
C 0.4270 -2.2575 5.5021 0.06 -0.10 -0.02 -0.7898
C -0.1277 -1.0107 5.3813 -0.13 0.01 0.06 -0.2801
C -0.4312 -0.4777 4.0870 0.45 0.08 0.10 -0.1410
N -0.1397 -1.2290 2.9914 -0.10 -0.05 -0.19 0.2838
N -0.9091 0.7423 3.8863 -0.14 0.34 -0.01 -0.0701
Si -1.1640 2.0359 4.9132 -0.10 0.00 0.15 -0.0803
C -1.8474 3.4704 3.8856 0.03 -0.12 0.05 -1.0801
C 0.3675 2.7038 5.8160 -0.08 -0.02 -0.13 -0.8524
C -2.4489 1.7158 6.2826 0.08 0.10 -0.03 -1.1884
H 1.1003 -4.1711 2.0675 0.03 -0.04 -0.05 0.3558
H 1.3975 -2.6382 1.2329 0.03 0.03 -0.01 -0.1399
H -0.2066 -3.3139 1.2435 -0.04 0.00 -0.01 -0.1923
H 1.1502 -3.9912 4.4141 0.01 -0.02 0.00 0.3791
H 0.6531 -2.6577 6.4875 0.00 0.01 -0.02 0.3456
H -0.3517 -0.4148 6.2579 0.00 0.01 0.03 0.2543
H -1.4001 3.4470 2.8917 0.05 0.02 -0.07 0.2040
H -1.6322 4.4398 4.3374 0.01 0.08 0.06 0.3764
H -2.9294 3.3958 3.7643 -0.09 -0.03 -0.03 0.2849
H 1.0839 3.1185 5.1038 0.04 0.01 -0.03 0.1900
H 0.8800 1.9152 6.3671 0.03 -0.07 0.05 0.2135
H 0.0942 3.4911 6.5230 -0.04 0.06 0.04 0.4173
H -3.3238 1.2172 5.8638 -0.08 -0.03 -0.05 0.3131
H -2.7782 2.6492 6.7468 -0.02 0.06 0.05 0.3361
H -2.0501 1.0732 7.0691 0.03 -0.04 0.05 0.3220
```
Positions in Å, forces in eV/Å.

Energy above the lowest of the compared OMol25 structures with the same formula, charge and spin, kcal/mol: 6.0
Charge: -2
HOMO energy, eV: -1.41
Energy, Ha: -4690.29680
Largest force on an atom, hartree/bohr: 0.045
Frontier orbital gap, eV: 4.7

Entry 4:
Computed, not measured: a molecular structure, C8H10N2ReS in a non-equilibrium geometry, with ωB97M-V with the def2-TZVPD basis set.

Geometry as XYZ:
```
22
Properties=species:S:1:pos:R:3:forces:R:3:lowdin_spin:R:1
C -0.4992 0.9050 -1.9915 0.20 0.29 0.16 0.0272
C 0.9193 0.9708 -1.6743 0.18 1.53 -0.24 0.0680
C 1.0755 1.7439 -0.5024 0.25 -0.24 -1.34 0.0624
C -0.2150 2.1787 -0.0647 -0.94 -0.56 -0.99 0.0498
C -1.1887 1.6815 -0.9821 1.14 1.33 -0.54 0.0403
Re -0.4532 -0.3809 -0.1726 -4.28 2.62 1.62 1.7275
N -2.2584 -0.5208 0.0524 0.34 -0.76 -0.16 0.0308
C 0.0718 -2.3112 -0.5711 -0.04 -0.86 -0.16 0.2024
C 1.3785 -1.7659 -0.6175 1.52 -1.93 -0.47 0.4421
H 2.0205 2.0164 -0.0456 -0.20 -0.29 0.04 0.0029
H 1.7116 0.6036 -2.3229 -0.23 -0.04 0.39 0.0037
H -0.4252 2.8180 0.7913 0.05 -0.42 -0.16 0.0022
H -2.2494 1.8966 -0.9702 0.20 -0.30 0.18 0.0035
H -0.9345 0.5155 -2.9132 0.17 0.15 0.39 0.0076
H 1.7991 -1.6098 -1.6111 0.25 -0.02 0.47 0.0224
H -0.2970 -2.8278 0.3194 0.33 -0.35 -0.27 0.0265
H -2.5714 -1.5169 0.0414 0.11 0.48 0.01 0.0393
H 2.0193 -1.9803 0.2412 0.10 0.44 -0.40 0.0268
H -0.4700 -2.5061 -1.5001 0.23 -0.36 0.07 0.0284
S 0.2507 0.2193 4.4211 0.08 0.13 -0.09 0.1011
C 0.1902 0.0302 2.8504 -0.28 -0.68 -2.57 0.0623
N 0.1258 -0.1600 1.6538 0.83 -0.17 4.05 0.0228
```
Positions in Å, forces in eV/Å.

<S²>: 3.80
Energy above the lowest of the compared OMol25 structures with the same formula, charge and spin, kcal/mol: 13.6
HOMO energy (alpha / beta), eV: -5.99 / -8.59
Energy, Ha: -896.62300
Largest force on an atom, hartree/bohr: 0.103
2S+1: 4
Frontier orbital gap (alpha / beta), eV: 5.9 / 7.2